Record 1
# C12H43N4O6

7 unconnected molecules or ions with the total composition C12H43N4O6 at a distorted geometry (ωB97M-V/def2-TZVPD, the OMol25 dataset).

Properties
- Highest occupied orbital energy: -0.41046 Eh
- Total charge: +1
- E_tot: -31377.170 eV
- Orbital gap: 0.2651 hartree

Element x y z (Å)
N 10.1505 4.7373 7.5168
H 10.4954 5.0809 6.6319
H 9.1669 4.5100 7.5490
H 10.3774 5.4554 8.1898
H 10.6661 3.8982 7.7407
O 13.4568 3.7711 12.2541
H 14.2690 3.4797 12.6685
H 13.7414 4.3661 11.5604
O 12.2583 9.0240 9.6835
H 11.9566 9.9245 9.5638
H 13.2023 9.0649 9.5303
O 9.6451 0.8011 11.5991
H 10.3605 1.3854 11.8500
H 10.0103 -0.0788 11.6914
C 10.5465 -0.5437 4.5561
C 12.0348 -0.3782 4.2875
C 12.3101 0.4510 3.0176
O 11.9096 -0.3682 1.9393
C 12.0330 0.3412 0.7300
N 12.4280 0.3634 5.4956
H 10.2722 -1.1782 5.3988
H 10.1293 -1.0224 3.6702
H 10.0224 0.4055 4.6682
H 12.5748 -1.3248 4.3084
H 13.3755 0.6509 2.9039
H 11.7826 1.3994 3.1196
H 11.9104 -0.2663 -0.1667
H 12.9917 0.8559 0.6674
H 11.2928 1.1400 0.6841
H 12.3331 -0.3786 6.1743
H 13.4127 0.5575 5.3822
C 10.5801 9.2544 2.2358
C 11.4616 8.0385 1.7593
C 12.3658 8.4663 0.5531
O 13.0928 7.3610 0.0804
C 13.9516 7.6752 -1.0790
N 12.3842 7.7596 2.8420
H 11.0813 10.2188 2.3191
H 10.1468 9.0119 3.2062
H 9.7855 9.4308 1.5110
H 10.8381 7.1663 1.5629
H 13.0023 9.3270 0.7584
H 11.6379 8.7372 -0.2117
H 14.3129 6.7863 -1.5963
H 14.8208 8.2186 -0.7083
H 13.4061 8.2799 -1.8035
H 12.9502 8.5851 2.9775
H 13.1190 7.1613 2.4925
C 3.4725 5.9458 8.3126
C 3.1826 4.4309 8.0018
C 1.6878 4.1836 7.7290
O 1.3451 2.9475 7.0487
C 0.0318 2.8810 6.6639
N 3.8931 4.1234 6.7900
H 2.8170 6.4104 9.0493
H 3.1479 6.3946 7.3738
H 4.5107 6.2006 8.5251
H 3.5419 3.8484 8.8501
H 1.3837 4.9840 7.0546
H 1.1368 4.4563 8.6291
H -0.1600 3.6467 5.9122
H -0.6870 2.9914 7.4759
H -0.2640 1.9121 6.2617
H 3.6159 4.7204 6.0240
H 3.5211 3.2593 6.4224

Force components x, y, z for each atom (eV/Å):
N 0.59 -0.01 0.26
H -0.31 0.04 -0.82
H -0.60 0.14 -0.33
H -0.05 0.33 0.64
H 0.37 -0.54 0.20
O -0.33 -0.08 -0.10
H 0.20 -0.11 0.18
H 0.11 0.18 -0.10
O -0.17 -0.35 -0.06
H -0.12 0.26 0.01
H 0.27 0.03 0.01
O -0.19 0.16 -0.23
H 0.20 0.16 0.18
H 0.04 -0.27 0.05
C -0.69 -0.98 -1.76
C -0.89 1.20 0.92
C -0.03 -1.69 0.88
O -0.11 0.36 -0.33
C -0.09 0.72 -0.32
N 0.79 0.26 -0.37
H 0.42 0.01 0.15
H -0.37 -0.13 0.01
H 0.33 0.17 0.04
H -0.19 -0.20 -0.72
H 0.29 0.20 0.17
H -0.31 0.16 -0.35
H -0.02 -0.41 0.42
H 0.37 -0.14 -0.02
H -0.32 0.10 -0.02
H 0.33 0.36 0.80
H 0.46 0.09 0.53
C -0.10 -0.98 -0.87
C 1.50 2.51 0.22
C -2.26 -0.78 -0.80
O 1.15 -0.43 -1.05
C -0.67 0.20 1.23
N 0.56 -0.77 1.07
H 0.55 -0.24 0.04
H -0.05 0.00 -0.07
H -0.21 -0.11 0.08
H 0.14 0.09 -0.28
H 0.05 0.10 0.41
H 0.09 0.51 -0.55
H -0.37 -0.26 0.48
H 0.04 0.19 -0.11
H -0.08 0.10 0.05
H -0.27 0.64 0.38
H -0.10 -0.80 -0.19
C -1.40 -0.70 -0.83
C -0.37 0.73 0.10
C -0.45 0.97 -0.32
O 2.20 0.37 1.92
C -1.67 0.19 -0.36
N 1.11 -0.92 -0.76
H 0.08 -0.35 0.34
H 0.40 0.60 -0.09
H -0.08 -0.38 -0.08
H 0.06 -0.42 -0.23
H -0.01 0.30 -0.44
H -0.52 -0.99 0.36
H -0.33 0.13 -0.18
H 0.08 0.45 0.41
H 0.76 -0.14 -0.26
H -0.03 0.86 0.17
H 0.21 -0.70 0.27

---

Record 2
# C12H44N10O10

10 unconnected molecules or ions with the total composition C12H44N10O10 at a distorted geometry (ωB97M-V/def2-TZVPD, the OMol25 dataset).

Properties
- Highest occupied orbital energy: -0.29532 Eh
- SMILES: NC(N)=O.NC(N)=O.NC(N)=O.NC(N)=O.NC(N)=O.CCO.CCO.CO.CO.CO
- E_tot: -48531.356 eV
- Orbital gap: 0.2860 hartree

Element x y z (Å)
N 1.9022 -1.1491 2.6524
C 1.4965 0.1102 2.8525
N 0.2085 0.1945 2.8911
O 2.3847 1.1556 3.0929
H 2.9270 -1.2864 2.3782
H 1.1423 -1.8512 2.3955
H -0.1687 1.1298 3.1107
H -0.4384 -0.6569 2.7869
N -1.0332 -2.2361 3.1455
C -0.8682 -2.9362 2.0716
N 0.1961 -3.6233 2.0699
O -1.6879 -2.7493 0.9477
H -2.0052 -1.8661 3.2423
H -0.4344 -2.2362 3.9780
H 0.2656 -4.1627 1.2235
H 0.6616 -3.9633 2.9090
N -0.3038 4.7967 1.9903
C 0.5552 4.2574 1.2157
N 1.5945 3.7965 1.8089
O 0.2802 4.1209 -0.0988
H -1.2842 4.8736 1.6928
H -0.0035 5.2804 2.8491
H 2.2808 3.2452 1.2223
H 1.6389 3.6471 2.7862
N -0.8876 -4.7619 -2.4623
C -0.1320 -4.1685 -3.3696
N 0.8094 -4.8246 -4.0152
O -0.2503 -2.8060 -3.4646
H -1.5030 -4.1536 -1.9577
H -1.0651 -5.7339 -2.5054
H 1.3827 -4.2365 -4.6580
H 0.9274 -5.8779 -4.0298
N 1.4165 1.6652 -0.9849
C 2.4455 1.3789 -0.3202
N 2.6659 0.1251 -0.2530
O 3.1988 2.2652 0.3685
H 1.1231 2.6684 -0.8183
H 0.7067 0.9891 -1.2513
H 3.4234 -0.1456 0.4320
H 2.2650 -0.5971 -0.9569
C 1.8869 3.4239 -4.0476
C 2.2330 1.9499 -4.4036
O 2.8857 1.2871 -3.3123
H 1.3667 3.8007 -4.8980
H 2.7448 4.0968 -3.8531
H 1.1584 3.5516 -3.2525
H 2.8175 1.8756 -5.2355
H 1.3389 1.3961 -4.5998
H 2.2243 1.2840 -2.5617
C -1.3550 0.4471 -0.1035
C -1.5872 -0.1626 -1.4722
O -0.4364 0.0418 -2.3590
H -0.4331 -0.0508 0.3137
H -2.1819 0.2481 0.5906
H -1.1444 1.4875 -0.1493
H -2.5057 0.2436 -1.9041
H -1.7740 -1.1862 -1.3367
H -0.3812 -0.6887 -3.0257
C -2.9282 2.8264 1.3679
O -3.1321 3.8968 2.2311
H -2.8737 3.2176 0.3439
H -3.6912 2.0278 1.4345
H -1.9790 2.4251 1.6435
H -3.4377 3.4562 2.9757
C 1.4424 -2.4621 -0.8299
O 1.7903 -1.9217 -2.0908
H 0.6959 -1.9680 -0.2189
H 2.3016 -2.5881 -0.2152
H 1.1228 -3.4406 -0.9437
H 1.0240 -2.1374 -2.6353
C -3.7151 -0.6995 2.7584
O -3.6471 -1.7691 3.6085
H -4.6131 -0.1448 2.9296
H -3.8140 -1.0194 1.7556
H -2.8704 -0.0356 2.9403
H -4.3658 -2.3867 3.5873

Force components x, y, z for each atom (eV/Å):
N 1.73 -2.53 -0.96
C 6.41 4.91 1.54
N -4.44 1.46 0.41
O -4.71 -5.40 -1.19
H -2.47 0.14 0.63
H 2.42 1.42 0.03
H 0.27 -1.01 -0.32
H 1.49 2.22 0.04
N -2.64 2.22 3.01
C -6.12 2.59 -6.14
N 3.79 -3.99 -1.45
O 3.92 -1.36 5.46
H 1.04 -0.73 0.49
H -0.41 -0.42 -0.65
H 0.61 -0.33 -0.03
H -0.32 0.17 -0.41
N -4.57 3.14 3.24
C -0.30 -1.77 -6.87
N 3.48 -1.29 -0.89
O 1.00 0.17 4.17
H 1.01 0.34 0.29
H -0.49 -0.69 -0.85
H -0.02 0.21 0.31
H -0.14 -0.11 0.68
N -0.45 -0.21 0.25
C -0.39 6.57 0.44
N 1.59 -1.31 -1.88
O 0.49 -5.50 -0.13
H -0.30 0.05 0.13
H -0.19 -0.77 0.19
H -0.77 -0.99 0.82
H -0.30 2.20 0.14
N -4.54 4.42 -2.32
C 4.85 4.23 5.01
N 2.68 -6.54 0.91
O -2.42 -3.07 -2.86
H -0.26 -0.79 -0.48
H 0.42 0.09 -0.01
H -1.24 0.40 -1.63
H 1.17 2.13 1.39
C 0.39 -0.41 -0.37
C -1.11 0.95 3.92
O -0.60 -0.07 0.15
H -0.35 0.63 -0.97
H -0.25 -0.69 -0.05
H 0.17 -0.40 0.43
H 1.90 -0.03 -2.17
H -0.98 -0.15 -0.36
H 1.09 0.26 -1.22
C 1.34 -1.51 0.16
C 0.11 1.06 -0.61
O -1.06 -0.70 0.18
H -0.91 0.52 -0.14
H 0.14 -0.03 -0.42
H 0.06 0.98 -0.07
H 0.16 0.27 -0.33
H -0.01 -1.66 0.08
H -0.32 0.79 0.96
C 0.19 -0.32 -1.29
O -0.42 1.51 -1.18
H 0.01 -0.32 0.21
H 0.07 0.44 -0.06
H 0.86 -0.77 -0.28
H -0.90 -0.39 2.69
C 0.40 0.21 0.02
O 0.45 0.18 1.36
H -0.35 0.70 -0.30
H 1.11 0.35 0.45
H -1.03 -2.22 -0.44
H -0.35 0.07 -0.76
C -1.26 1.27 -0.45
O 1.12 -1.03 1.99
H -0.64 0.81 0.39
H 0.62 -0.23 -1.38
H 0.08 -0.14 -0.21
H -0.60 -0.16 -0.44

---

Record 3
# C12H48F2NO16S2

13 unconnected molecules or ions with the total composition C12H48F2NO16S2 at a distorted geometry (ωB97M-V/def2-TZVPD, the OMol25 dataset).

Properties
- Highest occupied orbital energy: -0.24849 Eh
- Total charge: -1
- E_tot: -74570.803 eV
- Orbital gap: 0.3198 hartree

Element x y z (Å)
N 1.5336 -0.6172 0.7381
S 1.1438 0.1905 -0.4485
O 0.1625 1.2720 -0.2714
O 1.2784 -0.4449 -1.7508
F 2.4646 1.0680 -0.4530
S 0.2064 -1.6752 0.6447
O 0.3147 -2.7234 -0.3332
O -1.1259 -1.1202 0.9588
F 0.5948 -2.5801 1.9595
C 7.1220 -2.2870 -0.8951
O 6.3424 -2.7704 0.2040
H 6.4895 -2.2349 -1.7813
H 7.5131 -1.2796 -0.7527
H 7.9420 -2.9691 -1.1197
H 5.5599 -2.2145 0.1914
C -3.4583 -3.4011 7.6289
O -4.0298 -2.8057 8.7548
H -3.8213 -4.3405 7.2118
H -3.5394 -2.6100 6.8835
H -2.4019 -3.5695 7.8385
H -3.6648 -3.1790 9.5604
C -5.9812 -7.4399 -0.0495
O -5.8323 -8.8165 0.3951
H -5.4590 -6.7006 0.5578
H -5.7751 -7.2924 -1.1096
H -7.0198 -7.1109 -0.0133
H -6.3284 -9.3833 -0.2000
C 4.4504 -9.1923 -0.6590
O 3.4865 -8.7511 0.2310
H 4.9313 -8.2995 -1.0588
H 5.1940 -9.8245 -0.1739
H 4.0692 -9.7371 -1.5227
H 3.1654 -7.9259 -0.1399
C 2.4411 3.2039 5.6553
O 3.3108 2.2068 5.2091
H 2.7666 3.3237 6.6887
H 2.6542 4.1331 5.1269
H 1.3808 2.9518 5.6380
H 2.9787 1.7143 4.4550
C -2.6648 7.9792 2.4714
O -2.0906 8.8130 3.4414
H -3.7353 7.7951 2.5625
H -2.3991 8.4314 1.5160
H -2.2449 6.9845 2.3219
H -1.3467 9.1652 2.9474
C -7.6869 -1.0579 -1.8943
O -7.7466 -2.0022 -2.9218
H -7.5863 -1.5552 -0.9296
H -6.8756 -0.3375 -1.9989
H -8.5754 -0.4464 -2.0514
H -8.5511 -2.4990 -2.7560
C 2.6892 7.4143 -3.6059
O 3.7124 7.1080 -4.6064
H 2.7584 8.4084 -3.1643
H 1.6616 7.2643 -3.9371
H 2.9485 6.6781 -2.8451
H 4.5419 7.5057 -4.3316
C 7.5474 5.6412 1.9739
O 7.6839 4.2336 1.8628
H 6.7302 5.9944 1.3449
H 7.2917 5.8844 3.0052
H 8.4682 6.1739 1.7361
H 6.8801 3.8576 2.2291
C 5.5317 0.7391 -8.0583
O 4.1510 0.3751 -8.0688
H 6.0503 0.7222 -9.0168
H 5.6020 1.8039 -7.8361
H 6.0928 0.1261 -7.3530
H 3.7198 0.6153 -7.2454
C -6.8965 2.5955 3.6269
O -8.2773 2.2956 3.6513
H -6.6368 3.4456 4.2577
H -6.3109 1.7221 3.9139
H -6.6445 2.8123 2.5888
H -8.7204 2.8437 2.9995
C -3.0457 -2.5739 -6.7138
O -3.8838 -1.4555 -6.6712
H -3.5049 -3.2842 -7.4014
H -2.0387 -2.3119 -7.0383
H -3.0390 -3.0022 -5.7115
H -4.6188 -1.6707 -6.0923

Force components x, y, z for each atom (eV/Å):
N -2.65 -4.45 2.91
S 0.59 7.04 -5.97
O 0.70 -2.27 -0.28
O -1.09 0.25 1.22
F 1.05 0.51 0.21
S -1.30 -2.85 2.99
O -0.15 1.25 -0.04
O 3.09 -0.78 -0.69
F -0.20 1.32 -0.32
C -0.49 -0.13 -0.31
O 0.62 0.33 -0.42
H 0.02 -0.08 -0.23
H 0.15 0.04 0.35
H -0.07 -0.05 0.31
H -0.27 -0.11 0.30
C 1.43 0.79 -0.61
O -1.03 -0.23 0.94
H -0.79 -0.06 0.47
H 0.16 -0.38 -0.41
H 0.27 0.01 -0.32
H -0.05 -0.13 -0.08
C -1.11 -0.34 -0.38
O 0.28 1.38 -0.04
H 0.50 -0.70 0.08
H 0.77 -0.23 0.00
H -0.40 -0.24 0.43
H -0.04 0.13 -0.09
C 1.04 0.30 -0.93
O -0.90 0.00 0.64
H 0.62 -0.18 -0.20
H -0.09 0.09 0.20
H -0.36 -0.23 -0.02
H -0.31 0.03 0.32
C 0.53 0.29 0.58
O 0.49 -1.02 -0.44
H -0.43 0.40 0.17
H -0.38 0.21 -0.08
H 0.01 -0.06 -0.17
H -0.22 0.17 -0.09
C 0.02 -0.57 -1.71
O 0.14 -0.22 0.38
H 0.00 0.65 0.29
H -0.87 0.09 -0.48
H 0.48 -0.30 0.88
H 0.23 0.34 0.65
C -0.40 0.90 0.04
O 0.55 -0.81 -0.77
H -0.29 0.33 0.23
H 0.39 -0.51 -0.33
H -0.30 0.23 1.03
H 0.07 -0.16 -0.21
C 1.52 -0.97 0.40
O -1.23 0.76 -0.28
H 0.20 0.16 -0.27
H 0.40 -0.17 -0.55
H -0.78 0.16 0.56
H -0.10 0.05 0.15
C -0.53 -0.07 0.51
O 0.40 0.16 -0.20
H 0.07 0.21 -0.20
H 0.02 0.28 0.14
H 0.04 -0.40 -0.21
H 0.00 -0.18 -0.04
C -0.33 0.85 0.60
O 0.41 -0.39 -1.03
H -0.73 -0.79 -0.39
H 0.22 0.08 0.64
H 0.10 0.14 0.09
H 0.33 0.11 0.11
C 0.12 0.03 -0.84
O -0.44 -0.25 0.43
H 0.00 0.02 0.09
H -0.22 0.01 0.19
H 0.50 0.19 0.03
H 0.04 -0.01 0.09
C -0.49 -0.66 0.30
O -0.31 1.21 -0.12
H 0.42 -0.44 -0.15
H -0.17 0.12 0.06
H 0.56 -0.36 -0.05
H -0.01 0.14 -0.02